# 1
{
  "formula": "C3H5Cl3",
  "method": "ωB97M-V/def2-TZVPD",
  "gap_ev": 10.61,
  "lumo_energy_ev": 0.255,
  "multiplicity": 1,
  "charge": 0,
  "elements": ["C", "C", "C", "H", "H", "H", "H", "H", "Cl", "Cl", "Cl"],
  "coordinates": [[0.99712, 0.96311, 0.17232], [0.34087, -0.46627, 0.17677], [-1.17640, -0.72343, -0.05934], [0.99543, 1.51296, 1.10961], [-0.04844, 1.43858, -0.68930], [2.08048, 0.97497, -0.66367], [0.87458, -0.88653, -0.86266], [0.64814, -0.87401, 1.07018], [-1.61202, 0.19056, -1.49396], [-1.25200, -2.50234, 0.01157], [-1.84775, 0.37242, 1.22848]],
  "forces_ev_per_angstrom": [[-2.26, 0.45, -6.20], [2.81, 0.82, -4.96], [2.68, 2.28, 1.27], [0.37, 0.01, -0.26], [3.83, -0.24, 2.74], [-3.48, 0.15, 3.32], [-1.34, 0.14, 3.12], [0.51, -1.93, 1.66], [-0.90, -1.38, -1.22], [-1.26, 1.01, -0.17], [-0.97, -1.30, 0.69]]
}

# 2
{
  "formula": "C4H4N2O",
  "method": "ωB97M-V/def2-TZVPD",
  "gap_ev": 9.10,
  "lumo_energy_ev": -1.073,
  "multiplicity": 1,
  "smiles": "C1=NC1.N#CC=O",
  "charge": 0,
  "elements": ["N", "C", "C", "O", "C", "C", "N", "H", "H", "H", "H"],
  "coordinates": [[-2.25639, -0.78348, 1.18456], [-1.78901, 0.19113, 0.77677], [-1.28158, 1.46327, 0.19572], [-0.13411, 1.80390, 0.30066], [1.67939, -0.37574, -0.19819], [0.72963, -1.38770, -0.62269], [1.92384, -1.76351, -0.71298], [-2.04025, 2.06114, -0.34050], [-0.27526, -1.76801, -0.80452], [1.92006, 0.45528, -0.85746], [1.85322, -0.18659, 0.85883]],
  "forces_ev_per_angstrom": [[0.42, 0.77, -0.31], [-0.34, -0.44, 0.17], [0.50, 0.16, 0.07], [-0.77, -0.11, 0.01], [-0.21, 0.55, 0.17], [0.46, -0.27, -0.07], [-0.56, -0.33, -0.15], [0.09, -0.18, 0.12], [0.37, 0.06, 0.05], [0.04, -0.12, 0.05], [0.01, -0.09, -0.11]]
}

# 3
{
  "formula": "C2H5NO4",
  "method": "ωB97M-V/def2-TZVPD",
  "gap_ev": 11.10,
  "lumo_energy_ev": 0.389,
  "multiplicity": 1,
  "smiles": "O=C(O)O.C=NO",
  "charge": 0,
  "elements": ["C", "O", "O", "O", "H", "H", "C", "O", "N", "H", "H", "H"],
  "coordinates": [[-1.53100, 1.41298, 0.04776], [-0.31620, -1.51868, 0.14230], [-2.02659, 0.38775, 0.65790], [-1.95224, 2.52972, -0.00227], [-1.44278, -0.50412, 0.50697], [-0.20489, -1.31442, -0.80595], [1.97288, -0.99881, 0.23962], [-0.32301, 1.09063, -0.59729], [0.90961, -1.14476, 0.87133], [-0.01124, 1.87513, -1.07533], [2.05349, -0.82973, -0.82862], [2.87197, -0.98570, 0.84359]],
  "forces_ev_per_angstrom": [[1.57, 0.51, -0.90], [1.63, 0.75, 0.15], [0.51, -2.26, 0.05], [-0.40, 0.03, 0.17], [-0.92, 2.20, 0.37], [0.18, 0.04, 0.14], [0.26, 0.43, -0.86], [-0.40, -0.03, -0.02], [-1.97, -1.61, 0.78], [-0.38, -0.05, 0.32], [-0.03, -0.46, -0.28], [-0.05, 0.44, 0.08]]
}

# 4
{
  "formula": "C19H28N3O7PS",
  "method": "ωB97M-V/def2-TZVPD",
  "gap_ev": 8.43,
  "lumo_energy_ev": -0.203,
  "multiplicity": 1,
  "smiles": "CCCCC(=O)O[C@@](CCC(=O)Nc1ccccc1)(N=C=S)P(=O)(O)O.CN(C)C=O",
  "charge": 0,
  "elements": ["C", "C", "C", "C", "C", "O", "O", "C", "C", "C", "C", "O", "N", "C", "C", "C", "C", "C", "C", "N", "C", "S", "P", "O", "O", "O", "H", "H", "H", "H", "H", "H", "H", "H", "H", "H", "H", "H", "H", "H", "H", "H", "H", "H", "H", "H", "H", "C", "O", "N", "C", "C", "H", "H", "H", "H", "H", "H", "H"],
  "coordinates": [[-0.13929, -7.35760, 2.45518], [-0.79592, -5.97351, 2.53347], [-0.80212, -5.26016, 1.18716], [-1.65705, -3.98646, 1.21774], [-1.36271, -3.08740, 0.05137], [-1.15042, -3.43987, -1.07186], [-1.25840, -1.73425, 0.37568], [-2.29790, -0.81376, 0.14088], [-1.62739, 0.54310, -0.07882], [-0.77743, 0.56139, -1.34894], [0.13048, 1.77093, -1.48678], [0.26014, 2.34364, -2.53254], [0.91236, 2.14769, -0.32999], [1.99581, 1.21937, -0.15002], [2.98725, 1.15429, -1.12375], [4.03290, 0.25741, -0.97245], [4.11038, -0.55842, 0.15059], [3.12764, -0.47300, 1.13007], [2.06759, 0.40620, 0.97862], [-3.12090, -1.26263, -0.97797], [-3.85499, -0.58337, -1.65308], [-4.78217, 0.22754, -2.60443], [-3.35903, -0.66882, 1.64682], [-2.59250, -0.33354, 2.84261], [-4.43534, 0.41094, 1.17304], [-4.21596, -2.01436, 1.71752], [0.66269, -7.37159, 1.71588], [-0.86468, -8.12687, 2.18628], [0.29678, -7.64581, 3.41274], [-0.27015, -5.35917, 3.26941], [-1.81908, -6.08363, 2.90298], [0.22373, -4.99886, 0.91528], [-1.16849, -5.93613, 0.41145], [-2.71285, -4.26305, 1.16821], [-1.47976, -3.43708, 2.14267], [-2.37434, 1.33993, -0.07657], [-1.00775, 0.67749, 0.80874], [-1.39454, 0.54134, -2.24695], [-0.14480, -0.33030, -1.35629], [0.32447, 2.10680, 0.49399], [2.93782, 1.81989, -1.97608], [4.80377, 0.21267, -1.73150], [4.93302, -1.25145, 0.26903], [3.18174, -1.09683, 2.01206], [1.29626, 0.46671, 1.73874], [-5.33338, 0.06620, 1.11834], [-4.36004, -2.44198, 0.86279], [3.28846, 6.27158, -2.31477], [3.74760, 5.19046, -2.62671], [2.04756, 6.46496, -1.82956], [1.55930, 7.77705, -1.47156], [1.18131, 5.30392, -1.66347], [3.86654, 7.20842, -2.40547], [1.29055, 7.81896, -0.41350], [0.67893, 8.04125, -2.06197], [2.33534, 8.51691, -1.65967], [1.63246, 4.58133, -0.98748], [1.02015, 4.80678, -2.61766], [0.22634, 5.63474, -1.25949]],
  "forces_ev_per_angstrom": [[-0.03, 0.07, 0.13], [0.07, -0.21, 0.05], [-0.09, 0.01, 0.00], [0.46, -0.16, 0.03], [0.00, -0.02, -0.75], [-0.14, 0.06, 0.52], [0.05, -0.08, 0.34], [0.11, -0.05, -0.22], [0.18, -0.07, -0.10], [-0.25, 0.16, 0.01], [0.05, 0.06, -0.12], [0.01, -0.09, 0.14], [-0.14, -0.39, 0.02], [0.18, 0.18, 0.01], [-0.04, -0.04, 0.07], [0.04, -0.04, 0.04], [-0.09, 0.03, 0.04], [0.13, -0.01, -0.13], [-0.06, 0.14, -0.11], [-0.14, 0.36, 0.32], [0.13, -0.14, -0.22], [-0.12, 0.02, 0.00], [0.07, 0.00, 0.05], [-0.26, -0.12, -0.17], [0.02, 0.16, 0.04], [0.09, -0.23, 0.15], [0.02, 0.00, -0.01], [0.04, 0.03, -0.11], [-0.05, -0.01, -0.01], [-0.02, 0.06, -0.06], [-0.02, 0.05, 0.01], [-0.01, -0.03, -0.02], [0.01, 0.06, -0.04], [-0.05, 0.09, 0.10], [-0.15, 0.04, 0.00], [-0.07, -0.06, -0.08], [-0.01, 0.00, 0.02], [-0.01, -0.06, 0.03], [0.10, 0.03, 0.00], [0.01, 0.03, 0.05], [0.01, 0.00, -0.01], [-0.01, -0.02, 0.02], [0.00, 0.02, -0.02], [0.00, -0.02, 0.02], [-0.01, -0.02, 0.01], [-0.05, 0.07, 0.02], [-0.02, 0.06, -0.06], [0.08, 0.00, -0.02], [0.00, -0.01, 0.00], [-0.12, 0.00, 0.05], [-0.01, -0.08, -0.01], [0.14, 0.18, -0.06], [-0.01, 0.00, 0.00], [0.00, 0.02, 0.00], [0.00, 0.02, 0.00], [0.01, 0.01, 0.00], [-0.02, -0.05, 0.02], [-0.02, -0.04, 0.00], [-0.01, 0.00, 0.01]]
}

# 5
{
  "formula": "C20H32O7S5SbSiTc",
  "method": "ωB97M-V/def2-TZVPD",
  "gap_ev": [2.92, 2.92],
  "lumo_energy_ev": [-9.380, -9.380],
  "multiplicity": 1,
  "charge": 2,
  "elements": ["Tc", "S", "Sb", "S", "S", "S", "C", "C", "C", "C", "O", "Si", "S", "O", "C", "C", "C", "C", "O", "C", "C", "C", "C", "H", "H", "H", "H", "H", "H", "H", "H", "H", "H", "H", "H", "H", "H", "H", "H", "H", "H", "H", "H", "H", "H", "H", "H", "H", "H", "H", "O", "C", "O", "C", "C", "C", "C", "O", "C", "O", "C", "C", "H", "H", "H", "H", "H"],
  "coordinates": [[-1.77795, 0.87939, 0.40297], [0.28721, 4.51420, 2.25064], [-1.80808, 3.90765, 2.02117], [-1.49737, 1.28945, 2.48042], [-1.38496, 2.72480, -0.54489], [-3.87631, 4.53210, 2.28082], [1.76953, 1.65695, -2.49266], [2.87720, 2.09380, -1.55457], [4.25046, 1.95329, -2.18125], [2.63839, 3.47824, -0.99012], [2.84009, 1.19981, -0.36091], [2.98033, -0.34861, -0.15504], [-0.25379, -0.41949, -0.15349], [3.09724, -1.30137, -1.39387], [3.30662, -2.77671, -1.54508], [2.12004, -3.46396, -0.89908], [4.61844, -3.11962, -0.86822], [3.35488, -2.99467, -3.04186], [3.05708, -0.93706, 1.29608], [3.08942, -0.33100, 2.65917], [4.28382, 0.60053, 2.71955], [1.77618, 0.39999, 2.85596], [3.23311, -1.51250, 3.59482], [1.74158, 2.32256, -3.35559], [0.80143, 1.71247, -1.99139], [1.93402, 0.64078, -2.85452], [4.33655, 2.63181, -3.02992], [4.41134, 0.93815, -2.54946], [5.03041, 2.20897, -1.46359], [2.64050, 4.20808, -1.79972], [3.42195, 3.74734, -0.28231], [1.67430, 3.52549, -0.48155], [2.07413, -3.24982, 0.17035], [2.21754, -4.54310, -1.01927], [1.18927, -3.15514, -1.37659], [4.57162, -2.92587, 0.20469], [5.43928, -2.55200, -1.30747], [4.83176, -4.17959, -1.00645], [2.42120, -2.68147, -3.50834], [3.50412, -4.05442, -3.24849], [4.17969, -2.43953, -3.48714], [4.17372, 1.42798, 2.01648], [5.20599, 0.05930, 2.50557], [4.36663, 1.02170, 3.72147], [1.66600, 1.21850, 2.14030], [1.74382, 0.82331, 3.86041], [0.93897, -0.29332, 2.75057], [4.15731, -2.05356, 3.39459], [2.39127, -2.19603, 3.48616], [3.26017, -1.15875, 4.62540], [-4.06125, 1.61029, 0.68575], [-4.32839, 0.52670, 0.17480], [-3.34838, -0.25016, -0.18285], [-5.72682, 0.05656, -0.04400], [-5.95440, -1.22032, -0.65467], [-7.21698, -1.70882, -0.88157], [-8.25633, -0.87983, -0.47805], [-9.55094, -1.08802, -0.56959], [-10.21896, 0.05422, -0.01864], [-9.18529, 0.95253, 0.40374], [-8.02865, 0.39143, 0.12884], [-6.74688, 0.88338, 0.35746], [-5.09179, -1.80652, -0.94135], [-7.40256, -2.66861, -1.34086], [-10.80963, -0.25403, 0.84220], [-10.82121, 0.52764, -0.79193], [-6.55770, 1.84448, 0.81596]],
  "forces_ev_per_angstrom": [[0.00, -0.13, -0.35], [-0.13, -0.14, -0.08], [-0.36, 0.43, 0.26], [-0.12, -0.23, -0.51], [-0.21, -0.81, 0.25], [0.36, -0.13, -0.07], [0.08, -0.01, -0.04], [0.03, 0.05, -0.06], [0.00, 0.00, 0.01], [0.02, 0.00, -0.03], [-0.09, -0.05, 0.10], [0.27, -0.13, -0.09], [-1.00, 0.67, 0.33], [-0.10, 0.24, 0.11], [0.03, -0.12, -0.02], [0.03, -0.02, -0.02], [-0.01, -0.01, -0.01], [0.00, -0.02, 0.00], [-0.09, 0.02, -0.07], [0.07, -0.02, 0.03], [-0.01, 0.00, 0.00], [0.00, 0.02, 0.03], [-0.01, 0.00, 0.01], [-0.01, -0.02, 0.00], [-0.06, 0.00, 0.03], [0.00, 0.01, -0.01], [0.00, 0.00, 0.01], [0.00, 0.00, 0.00], [0.00, 0.00, -0.01], [0.00, 0.00, 0.01], [0.00, 0.00, 0.00], [0.00, 0.00, 0.01], [0.01, -0.01, 0.02], [-0.01, 0.02, 0.01], [-0.01, -0.01, -0.02], [0.01, 0.00, 0.01], [0.00, 0.00, 0.00], [0.00, 0.01, 0.00], [0.00, 0.00, -0.01], [0.00, 0.01, 0.00], [0.00, 0.00, 0.00], [0.01, 0.01, -0.01], [-0.01, 0.00, 0.00], [0.00, -0.01, 0.00], [0.02, 0.03, -0.02], [-0.01, 0.00, -0.01], [-0.02, -0.05, 0.00], [-0.01, 0.01, 0.00], [0.00, -0.01, 0.00], [0.00, 0.00, 0.00], [1.43, 0.92, 0.45], [-3.30, -1.16, -0.55], [1.96, 0.16, 0.11], [2.15, -1.47, -0.73], [1.00, 1.06, 0.50], [-0.69, 0.30, 0.15], [1.46, 1.03, 0.48], [-1.02, -0.34, -0.16], [0.06, 0.10, 0.05], [-1.49, 0.79, 0.39], [2.04, -1.14, -0.56], [-2.08, 0.16, 0.09], [-0.03, 0.00, 0.00], [0.01, 0.01, 0.00], [-0.03, 0.01, -0.02], [-0.03, -0.01, 0.02], [-0.10, -0.04, -0.02]]
}

# 6
{
  "formula": "C9H25BaO7",
  "method": "ωB97M-V/def2-TZVPD",
  "gap_ev": 7.69,
  "lumo_energy_ev": -3.929,
  "multiplicity": 1,
  "charge": 1,
  "elements": ["Ba", "O", "C", "O", "O", "H", "C", "C", "O", "H", "H", "H", "H", "H", "H", "C", "C", "O", "H", "H", "H", "H", "H", "H", "C", "C", "O", "H", "H", "H", "H", "H", "H", "C", "C", "O", "H", "H", "H", "H", "H", "H"],
  "coordinates": [[14.36743, 12.99587, -17.96454], [13.44438, 9.37180, -19.40844], [14.43833, 10.23800, -19.56885], [14.32659, 11.43988, -19.25428], [15.54176, 9.88509, -20.07428], [14.02413, 8.64382, -19.64407], [18.96730, 8.93458, -21.21033], [17.76693, 9.79116, -20.66168], [17.34264, 10.64147, -21.75789], [19.35050, 8.29146, -20.41808], [19.82554, 9.46657, -21.62083], [18.56620, 8.30695, -22.00614], [18.01444, 10.29078, -19.72508], [16.93222, 9.09020, -20.66124], [17.69378, 10.27645, -22.57339], [11.33589, 12.99683, -19.84711], [11.44705, 12.57609, -18.39403], [12.69730, 11.97994, -18.00989], [11.25115, 12.09990, -20.46066], [12.30893, 13.34783, -20.19073], [10.65590, 13.83164, -20.01686], [10.68058, 11.83440, -18.16927], [11.32165, 13.34208, -17.62877], [12.83777, 11.16745, -18.50154], [17.49076, 7.20856, -17.88202], [15.98051, 6.97985, -18.18310], [15.35257, 8.19424, -17.81270], [17.64591, 7.36740, -16.81487], [17.89426, 8.02473, -18.48132], [17.97262, 6.27130, -18.16032], [15.42601, 6.17820, -17.69527], [15.80165, 6.93918, -19.25756], [15.52155, 8.90388, -18.43675], [13.17860, 6.56681, -19.52937], [13.92532, 5.34230, -19.94728], [12.88268, 4.50641, -20.32911], [13.80234, 7.37036, -19.13777], [12.37762, 6.40363, -18.80834], [12.72314, 7.05771, -20.38943], [14.64090, 5.14918, -19.14806], [14.54318, 5.61053, -20.80426], [13.20678, 4.26268, -21.19926]],
  "forces_ev_per_angstrom": [[8.60, 9.48, 3.75], [0.12, 2.18, 0.03], [4.32, -1.08, -3.45], [0.19, -1.95, -3.14], [-4.61, -0.25, 1.92], [-0.80, -1.67, -0.27], [-0.43, 0.39, 0.78], [1.87, -2.22, -3.52], [0.21, 1.07, 0.82], [0.00, -0.19, -0.04], [-0.12, 0.41, 0.13], [0.06, -0.16, -0.01], [-0.38, 0.32, -0.30], [1.36, -0.19, 1.12], [0.13, -0.03, 0.10], [1.72, -0.14, 0.13], [-1.73, -0.10, 0.99], [-9.46, -4.25, 0.87], [-0.88, 0.22, -0.16], [0.26, 0.47, -0.01], [-0.35, -0.58, -0.04], [-0.08, 0.10, 0.09], [-0.25, 0.50, -0.36], [-0.51, -0.58, -0.01], [-1.05, -1.87, -0.17], [1.33, 2.29, -0.49], [-1.41, 0.59, 1.53], [-0.03, 0.14, -0.10], [-0.18, -0.05, 0.08], [0.58, 0.10, 0.01], [0.60, 0.03, 0.28], [0.53, -0.79, -0.19], [0.98, -0.48, -0.21], [0.02, 2.13, -0.10], [-0.11, 2.53, 0.45], [0.74, -1.74, -0.65], [-0.01, -1.34, 0.69], [0.18, -0.34, 0.08], [-0.36, -0.38, -0.27], [-0.46, -1.57, 0.04], [0.20, -0.09, -0.19], [-0.82, -0.88, -0.20]]
}